118
Properties=species:S:1:pos:R:3 method="wB97M-V/def2-TZVPD" total_charge=+1 fmax_ha_per_bohr=0.024 mol_weight_g_mol=1161.70 homo_lumo_gap_ev=7.5 lumo_energy_ev=-2.45 e_above_lowest_kcal_mol=0.0 e_homo_ha=-0.365
Bi 0.079 -0.095 0.998
C -4.679 1.752 0.658
C -3.490 0.828 0.415
C -2.647 1.347 -0.746
P -2.381 0.614 1.910
C -3.482 -0.270 3.156
C -3.145 -1.761 3.078
C -3.344 0.230 4.590
C -1.982 2.315 2.381
C -2.916 3.112 3.042
C -2.636 4.423 3.358
C -1.381 4.936 3.059
C -0.438 4.158 2.426
C -0.718 2.839 2.034
N 0.237 2.089 1.382
C 1.082 2.688 0.452
C 0.673 3.753 -0.350
C 1.527 4.292 -1.290
C 2.792 3.758 -1.478
C 3.202 2.685 -0.711
C 2.366 2.143 0.257
P 2.722 0.702 1.304
C 4.112 -0.338 0.591
C 3.683 -0.780 -0.810
C 5.533 0.216 0.576
C 3.280 1.485 2.908
C 3.871 0.429 3.837
C 4.207 2.681 2.704
H -5.334 1.725 -0.211
H -4.351 2.780 0.802
H -5.265 1.447 1.522
H -3.859 -0.180 0.183
H -2.186 2.300 -0.487
H -3.272 1.513 -1.620
H -1.863 0.643 -1.028
H -4.512 -0.131 2.810
H -2.208 -1.966 3.594
H -3.056 -2.109 2.049
H -3.930 -2.344 3.555
H -2.312 0.481 4.820
H -3.651 -0.556 5.278
H -3.958 1.105 4.780
H -3.879 2.693 3.291
H -3.381 5.036 3.842
H -1.138 5.951 3.336
H 0.543 4.563 2.227
H -0.317 4.164 -0.224
H 1.199 5.123 -1.893
H 3.457 4.183 -2.213
H 4.185 2.269 -0.858
H 4.093 -1.219 1.252
H 3.672 0.063 -1.500
H 2.687 -1.235 -0.796
H 4.384 -1.519 -1.195
H 5.603 1.140 0.011
H 6.188 -0.515 0.105
H 5.908 0.391 1.580
H 2.345 1.858 3.348
H 4.812 0.051 3.445
H 3.197 -0.418 3.969
H 4.063 0.862 4.817
H 5.149 2.388 2.252
H 4.419 3.137 3.669
H 3.738 3.427 2.065
Se 0.595 -1.621 3.043
C 0.300 -0.756 4.742
C 0.308 -1.582 5.861
C 0.075 -1.002 7.097
N -0.169 0.288 7.258
C -0.178 1.061 6.190
C 0.063 0.598 4.901
H 0.482 -2.643 5.737
H 0.084 -1.596 8.000
H -0.395 2.106 6.369
H 0.050 1.269 4.054
C 3.307 -4.282 1.665
C 2.064 -4.632 2.430
C 2.202 -5.035 3.756
C 1.106 -5.362 4.530
C -0.162 -5.307 3.978
C -0.316 -4.901 2.666
C 0.785 -4.572 1.882
Sb 0.380 -3.512 0.036
C -1.687 -4.112 -0.223
C -2.600 -3.085 -0.430
C -3.946 -3.344 -0.616
C -4.396 -4.652 -0.562
C -3.488 -5.678 -0.379
C -2.126 -5.436 -0.231
C -1.188 -6.596 -0.133
C 1.177 -4.775 -1.522
C 2.011 -5.837 -1.221
C 2.570 -6.599 -2.232
C 2.289 -6.299 -3.552
C 1.443 -5.246 -3.852
C 0.884 -4.466 -2.847
C -0.036 -3.337 -3.201
H 3.890 -3.547 2.219
H 3.088 -3.885 0.674
H 3.935 -5.164 1.536
H 3.192 -5.081 4.185
H 1.241 -5.653 5.562
H -1.029 -5.569 4.568
H -1.315 -4.835 2.249
H -2.242 -2.056 -0.457
H -4.641 -2.536 -0.804
H -5.447 -4.872 -0.681
H -3.837 -6.700 -0.356
H -1.717 -7.487 0.194
H -0.371 -6.396 0.557
H -0.755 -6.796 -1.114
H 2.218 -6.080 -0.186
H 3.228 -7.420 -1.989
H 2.728 -6.880 -4.350
H 1.219 -5.018 -4.884
H -0.048 -3.167 -4.274
H 0.277 -2.413 -2.707
H -1.053 -3.565 -2.881

=====

122
Properties=species:S:1:pos:R:3 method="wB97M-V/def2-TZVPD" total_charge=-2 fmax_ha_per_bohr=0.027 mol_weight_g_mol=1180.14 homo_lumo_gap_ev=4.0 lumo_energy_ev=3.87 e_above_lowest_kcal_mol=16.0 e_homo_ha=-0.005
Tl -1.073 0.446 0.506
Br 3.581 1.159 6.498
C 1.975 0.967 5.428
C 2.030 1.166 4.099
C 0.774 1.283 3.305
C -0.435 0.712 4.005
C -0.379 0.555 5.414
C 0.780 0.691 6.127
N -1.456 0.455 3.219
C -2.665 0.061 3.631
C -3.755 -0.019 2.771
C -5.056 -0.296 3.296
C -6.158 -0.184 2.503
C -5.992 0.175 1.153
C -4.700 0.333 0.683
N -3.615 0.225 1.427
H 2.962 1.361 3.587
H 0.888 0.805 2.322
H -1.275 0.275 5.956
H 0.804 0.576 7.203
H -2.874 -0.138 4.687
H -5.139 -0.559 4.344
H -7.155 -0.365 2.898
H -6.841 0.312 0.499
H -4.527 0.562 -0.365
C 5.143 0.418 -1.360
N 3.937 -0.377 -1.340
C 4.186 -1.778 -1.152
C 2.734 0.191 -0.875
N 1.961 -0.313 0.026
C 2.435 -0.989 1.126
C 3.619 -0.514 1.692
C 4.177 -1.055 2.843
C 3.531 -2.076 3.479
C 2.304 -2.564 2.985
C 1.675 -3.595 3.712
C 0.477 -4.106 3.303
C -0.105 -3.621 2.138
C 0.481 -2.622 1.369
N -0.246 -2.235 0.251
C -0.639 -3.089 -0.625
N 0.054 -4.277 -0.944
C -0.650 -5.528 -0.804
C 1.458 -4.369 -0.655
N -1.742 -2.924 -1.394
C -1.796 -3.387 -2.757
C -2.901 -2.187 -0.953
C 1.718 -2.039 1.792
N 2.416 1.341 -1.517
C 1.475 2.279 -0.967
C 2.824 1.639 -2.864
H 5.821 0.110 -0.552
H 4.905 1.469 -1.229
H 5.668 0.290 -2.313
H 4.834 -2.135 -1.958
H 3.243 -2.310 -1.211
H 4.661 -2.012 -0.187
H 4.093 0.343 1.231
H 5.095 -0.644 3.246
H 3.931 -2.505 4.390
H 2.154 -3.954 4.613
H -0.016 -4.891 3.863
H -1.061 -4.010 1.814
H -1.721 -5.358 -0.838
H -0.402 -6.011 0.152
H -0.371 -6.208 -1.616
H 1.877 -3.370 -0.673
H 1.943 -4.973 -1.430
H 1.677 -4.813 0.325
H -0.832 -3.786 -3.057
H -2.035 -2.545 -3.411
H -2.564 -4.159 -2.891
H -3.757 -2.872 -0.893
H -3.142 -1.380 -1.646
H -2.716 -1.759 0.029
H 1.305 2.053 0.082
H 0.524 2.250 -1.504
H 1.887 3.289 -1.048
H 3.317 0.784 -3.316
H 3.501 2.501 -2.890
H 1.945 1.878 -3.467
C -1.575 5.613 -0.272
Sb -0.779 4.089 1.279
C -1.844 5.178 2.843
C 0.944 5.445 1.386
H -1.406 6.640 0.047
H -2.638 5.480 -0.458
H -1.046 5.460 -1.213
H -1.714 6.249 2.711
H -1.448 4.879 3.805
H -2.902 4.941 2.807
H 0.611 6.477 1.413
H 1.581 5.308 0.519
H 1.517 5.240 2.279
C 2.232 -0.309 -6.384
C 2.544 -1.210 -5.378
C 1.747 -1.300 -4.257
C 0.623 -0.478 -4.090
C 0.312 0.409 -5.127
C 1.104 0.490 -6.253
C -0.123 -0.548 -2.852
C -1.218 0.115 -2.478
C -2.278 0.859 -2.946
C -2.564 2.178 -2.481
C -3.783 2.766 -2.685
C -4.807 2.104 -3.362
C -4.548 0.836 -3.869
C -3.326 0.234 -3.692
H 2.859 -0.236 -7.264
H 3.421 -1.840 -5.471
H 1.996 -1.999 -3.469
H -0.564 1.033 -5.018
H 0.863 1.195 -7.040
H 0.338 -1.213 -2.127
H -1.802 2.708 -1.921
H -3.962 3.763 -2.298
H -5.780 2.565 -3.492
H -5.325 0.318 -4.428
H -3.143 -0.746 -4.121
C 0.711 2.803 3.142
H 0.497 3.286 4.101
H 1.686 3.161 2.791

=====

125
Properties=species:S:1:pos:R:3 method="wB97M-V/def2-TZVPD" total_charge=0 fmax_ha_per_bohr=0.032 mol_weight_g_mol=919.24 smiles="CCOS(C)(=O)=O.CCOS(C)(=O)=O.O=S1(=O)OCCO1.c1ccccc1.c1ccccc1.c1ccccc1.c1ccccc1.c1ccccc1.c1ccccc1.c1ccccc1" homo_lumo_gap_ev=9.3 lumo_energy_ev=0.25 e_above_lowest_kcal_mol=0.0 e_homo_ha=-0.331
C -8.145 -2.775 -4.591
C -7.688 -2.543 -3.151
O -7.506 -3.851 -2.561
S -7.583 -5.035 -3.601
O -8.526 -5.992 -3.162
O -6.276 -5.462 -3.943
O -8.215 -4.189 -4.790
H -7.464 -2.366 -5.331
H -9.151 -2.376 -4.679
H -8.453 -2.055 -2.550
H -6.773 -1.963 -3.072
O -8.871 0.568 -9.611
S -8.496 0.533 -8.236
O -8.939 1.549 -7.359
O -8.924 -0.879 -7.656
C -10.294 -1.269 -7.946
C -10.638 -2.451 -7.104
C -6.762 0.313 -8.137
H -10.297 -1.559 -8.999
H -11.007 -0.451 -7.848
H -11.534 -2.915 -7.530
H -10.824 -2.235 -6.054
H -9.928 -3.281 -7.131
H -6.485 -0.502 -8.798
H -6.511 -0.027 -7.132
H -6.309 1.270 -8.374
O -4.362 -1.898 -7.495
S -4.087 -1.978 -6.100
O -4.748 -1.143 -5.150
O -4.291 -3.447 -5.566
C -4.063 -4.565 -6.487
C -5.313 -4.906 -7.247
C -2.330 -1.814 -5.803
H -3.814 -5.361 -5.788
H -3.209 -4.371 -7.135
H -6.110 -5.295 -6.613
H -5.144 -5.520 -8.128
H -5.797 -3.997 -7.620
H -2.223 -2.210 -4.795
H -2.056 -0.772 -5.907
H -1.856 -2.531 -6.469
C -9.068 1.055 -2.914
C -9.211 1.057 -1.532
C -8.100 0.917 -0.706
C -6.850 0.673 -1.266
C -6.725 0.660 -2.647
C -7.807 0.873 -3.486
H -9.935 1.191 -3.549
H -10.188 1.189 -1.081
H -8.167 0.946 0.374
H -5.994 0.468 -0.638
H -5.747 0.388 -3.037
H -7.732 0.874 -4.566
C -1.925 -3.945 -0.808
C -2.840 -3.873 -1.838
C -4.198 -4.100 -1.639
C -4.629 -4.458 -0.367
C -3.731 -4.498 0.688
C -2.385 -4.234 0.471
H -0.863 -3.809 -0.961
H -2.495 -3.756 -2.861
H -4.874 -4.069 -2.481
H -5.660 -4.750 -0.211
H -4.081 -4.852 1.650
H -1.695 -4.224 1.306
C -3.179 -0.809 0.048
C -1.968 -0.148 0.253
C -1.244 0.338 -0.829
C -1.754 0.231 -2.119
C -3.013 -0.339 -2.303
C -3.696 -0.898 -1.236
H -3.714 -1.221 0.894
H -1.604 0.040 1.255
H -0.290 0.814 -0.640
H -1.213 0.630 -2.967
H -3.342 -0.462 -3.327
H -4.643 -1.397 -1.388
C -11.635 -2.022 2.068
C -12.026 -3.062 1.241
C -11.179 -3.480 0.217
C -9.947 -2.872 0.036
C -9.556 -1.834 0.878
C -10.385 -1.441 1.918
H -12.271 -1.725 2.893
H -12.980 -3.564 1.325
H -11.515 -4.278 -0.434
H -9.329 -3.192 -0.795
H -8.569 -1.421 0.722
H -10.050 -0.645 2.572
C -8.122 -7.701 0.211
C -7.978 -6.326 0.329
C -7.833 -5.771 1.592
C -7.893 -6.556 2.737
C -8.067 -7.922 2.611
C -8.239 -8.485 1.342
H -8.188 -8.127 -0.784
H -7.938 -5.658 -0.521
H -7.792 -4.692 1.705
H -7.777 -6.080 3.702
H -8.093 -8.585 3.467
H -8.405 -9.554 1.300
C -11.160 -11.278 -2.578
C -10.631 -10.044 -2.253
C -11.167 -8.887 -2.813
C -12.296 -8.969 -3.615
C -12.834 -10.207 -3.927
C -12.228 -11.363 -3.458
H -10.717 -12.201 -2.225
H -9.750 -9.967 -1.629
H -10.692 -7.936 -2.604
H -12.733 -8.054 -3.994
H -13.709 -10.210 -4.567
H -12.611 -12.340 -3.724
C -12.568 -0.070 -2.856
C -13.901 0.023 -2.468
C -14.801 -0.937 -2.916
C -14.386 -1.952 -3.760
C -13.074 -2.004 -4.198
C -12.148 -1.090 -3.699
H -11.816 0.526 -2.351
H -14.173 0.818 -1.787
H -15.823 -0.901 -2.560
H -15.129 -2.657 -4.113
H -12.709 -2.809 -4.823
H -11.097 -1.191 -3.942